ORCA calculation (ωB97M-V with the def2-TZVPD basis set) on a cluster of 2 separate species, C4H5N3 in total.

Structure (XYZ):
```
12
C4H5N3, DFT ωB97M-V with the def2-TZVPD basis set
C -0.195 -0.191 0.178
C -1.272 -0.758 -0.133
N -1.992 -1.137 -1.119
C -1.256 -0.731 -2.212
N -0.094 -0.099 -2.181
C 0.471 0.195 -0.990
H -1.695 -0.963 -3.176
H 1.427 0.721 -1.009
N 1.166 0.743 2.347
H 1.623 -0.116 2.642
H 1.599 1.517 2.837
H 0.200 0.678 2.652
```

Values from the calculation:
- SMILES = C1=C=NC=NC=1.N
- HOMO level (Ha) = -0.335
- maximum force (eV/Å) = 0.661
- ΔE to the lowest compared entry with this formula, charge and spin (kJ/mol) = 433.84
- energy (eV) = -8695.3160

=====

ORCA calculation (ωB97M-V with the def2-TZVPD basis set) on a cluster of 3 separate species, C26H24BF5N2O10S in total at a distorted geometry.

Structure (XYZ):
```
69
C26H24BF5N2O10S, DFT ωB97M-V with the def2-TZVPD basis set
C 3.996 0.016 4.083
C 3.223 -0.249 2.912
C 2.491 -0.327 1.410
C 1.770 1.113 1.182
C 1.735 1.683 -0.354
C 3.252 1.780 -1.059
C 4.002 3.026 -0.232
O 5.206 3.418 -0.683
C 0.640 0.948 -1.345
C 0.068 2.000 -2.515
B -0.946 3.157 -1.975
O -2.404 3.083 -2.311
O -0.512 4.334 -1.196
C 1.572 -0.114 -2.247
O 1.712 0.070 -3.591
N 2.349 -1.277 -1.679
C 2.162 -2.563 -2.451
O 1.714 -3.644 -1.755
F 2.474 -2.801 -3.878
C -0.615 0.209 -0.571
N -0.458 -1.293 -0.396
C -1.084 -2.069 -1.572
O -1.605 -3.311 -1.357
F -1.108 -1.616 -2.980
C -1.202 -1.836 0.800
O -2.505 -1.734 1.064
F -0.388 -2.621 1.801
O -1.127 0.921 0.608
S 0.012 1.231 1.807
O -0.109 0.234 3.009
O -0.266 2.651 2.416
H 4.837 0.430 4.823
H 1.707 -1.197 1.432
H 3.348 -0.605 0.666
H 2.398 1.911 1.811
H 1.441 2.836 -0.229
H 3.912 0.838 -0.860
H 3.212 2.137 -2.174
H 3.513 3.508 0.739
H 0.950 2.525 -3.110
H -0.563 1.301 -3.249
H -2.792 2.321 -1.788
H -1.275 4.955 -1.005
H 3.386 -1.061 -1.785
H -1.520 0.294 -1.353
F -2.420 -9.520 -1.303
C -1.513 -8.608 -1.675
C -1.788 -7.257 -1.494
C -0.842 -6.306 -1.877
C 0.366 -6.717 -2.446
C 0.631 -8.076 -2.628
C -0.311 -9.026 -2.235
H -2.735 -6.956 -1.058
H -1.044 -5.248 -1.733
H 1.102 -5.975 -2.748
H 1.570 -8.393 -3.075
H -0.118 -10.086 -2.361
F -1.055 5.847 2.151
C -2.165 5.739 2.893
C -2.796 6.890 3.352
C -3.954 6.779 4.120
C -4.463 5.516 4.432
C -3.820 4.366 3.971
C -2.668 4.478 3.193
H -2.381 7.863 3.107
H -4.460 7.673 4.477
H -5.364 5.429 5.035
H -4.215 3.384 4.218
H -2.160 3.595 2.819
```

Values from the calculation:
- SMILES = C#CC[C@H]1[C@@H](CC=O)[C@@](CB(O)O)(C(=O)NC(=O)F)[C@@H](N(C(=O)F)C(=O)F)OS1(=O)=O.Fc1ccccc1.Fc1ccccc1
- HOMO level (Ha) = -0.327
- maximum force (eV/Å) = 10.499
- energy (eV) = -75888.9643